A 3-piece molecular cluster, C14H21FN4O overall at a distorted geometry. Source: the Open Molecules 2025 dataset; level of theory: the ωB97M-V functional and the def2-TZVPD basis.

Positions of all 41 atoms, in Å:
N -4.989 -0.434 -4.862
C -4.148 -0.426 -3.876
C -2.919 -0.693 -2.807
F -3.376 -1.756 -1.840
C -2.423 0.679 -2.059
C -1.409 1.472 -3.077
N -0.757 2.202 -3.958
C -3.626 1.621 -1.463
C -2.883 2.785 -0.528
O -3.891 3.415 0.339
H -1.973 -1.160 -3.363
H -1.762 0.335 -1.133
H -4.251 2.168 -2.304
H -4.314 0.993 -0.729
H -2.014 2.230 0.066
H -2.403 3.625 -1.225
H -4.101 4.315 -0.096
C 0.411 -1.372 2.181
C -0.891 -1.012 2.890
C -1.729 0.005 2.113
C -0.943 1.295 1.941
N -0.291 2.364 1.798
H 1.066 -0.501 2.071
H 0.963 -2.121 2.758
H 0.215 -1.784 1.185
H -0.655 -0.617 3.886
H -1.479 -1.924 3.037
H -2.656 0.219 2.655
H -1.996 -0.389 1.127
C 5.594 -0.064 0.337
C 5.409 -1.370 1.104
C 4.699 -2.447 0.281
C 3.315 -1.961 -0.116
N 2.166 -1.558 -0.446
H 4.634 0.385 0.064
H 6.130 0.665 0.953
H 6.172 -0.226 -0.580
H 4.839 -1.166 2.019
H 6.391 -1.744 1.412
H 4.603 -3.366 0.869
H 5.272 -2.681 -0.623

Calculated values
- LUMO level (eV) = 0.19
- strongest force on any atom (hartree/bohr) = 0.246
- SMILES = N#C[C@H](F)[C@@H](C#N)CCO.CCCC#N.CCCC#N
- HOMO-LUMO gap (eV) = 10.68
- highest occupied orbital energy (eV) = -10.5
- energy relative to the best compared isomer or geometry (same formula, charge and spin) (kcal/mol) = 151.66



One molecule with the formula C2H2OS2 at a distorted geometry. Source: the Open Molecules 2025 dataset; level of theory: the ωB97M-V functional and the def2-TZVPD basis.

Positions of all 7 atoms, in Å:
O -1.795 0.318 1.166
C -0.734 0.712 0.725
C 0.307 -0.284 0.044
S 1.487 -0.891 0.998
S 0.118 -0.367 -1.710
H -0.440 1.686 0.792
H 1.058 -1.174 -2.015

Calculated values
- LUMO level (eV) = -0.78
- strongest force on any atom (hartree/bohr) = 0.096
- SMILES = O=CC(=S)S
- HOMO-LUMO gap (eV) = 8.40
- highest occupied orbital energy (eV) = -9.2
- energy relative to the best compared isomer or geometry (same formula, charge and spin) (kcal/mol) = 22.47



Q: Among the records above, which one has the lowest LUMO level?
A: C2H2OS2